[1]
{"formula": "C3H11NO2", "method": "the ωB97M-V functional and the def2-TZVPD basis", "smiles": "COCCN.O", "energy_ev": -8873.2680, "homo_lumo_gap_ha": 0.36223, "homo_energy_ha": -0.33266, "max_force_ha_per_bohr": 0.050, "e_above_lowest_kj_mol": 117.86, "elements": ["O", "N", "C", "C", "C", "H", "H", "H", "H", "H", "H", "H", "H", "H", "O", "H", "H"], "coordinates": [[1.055833, 0.401676, -0.939281], [3.522496, 1.507967, -2.288554], [0.000000, 0.000000, 0.000000], [2.381618, 0.361164, -0.351843], [3.344163, 0.268661, -1.554309], [3.827468, 2.305002, -1.718983], [2.613725, 1.772446, -2.684601], [-0.160971, 0.782973, 0.760033], [-0.022345, -0.983817, 0.498209], [-0.825584, 0.043423, -0.730163], [2.524355, 1.275447, 0.255743], [2.498866, -0.510971, 0.319768], [4.272157, -0.120888, -1.093298], [3.051669, -0.428566, -2.362868], [0.826316, 2.583215, -4.491551], [0.434586, 2.029050, -3.779020], [0.299370, 3.414118, -4.477563]], "atomic_forces_ev_per_a": [[0.0806, -1.2427, 2.2248], [-0.1689, 0.8135, 0.0164], [-0.5736, 1.4805, -1.7847], [-0.8962, -0.3877, -1.1447], [0.4801, 0.1138, 0.7803], [-0.1321, -0.5776, -0.1066], [0.5638, -0.0277, 0.0349], [0.1756, -0.2310, -0.1652], [0.9103, 0.1465, -0.5195], [-0.2593, -0.2137, 0.8607], [0.2405, -0.2470, -0.3164], [-0.1824, 0.1856, -0.3296], [0.0727, 0.4255, -0.6697], [-0.2902, -0.1829, 1.0343], [-0.8987, 0.2851, 0.7790], [0.3257, 0.5702, -0.7179], [0.5521, -0.9104, 0.0239]]}


[2]
{"formula": "C31H28F5N4O3SeV", "method": "the ωB97M-V functional and the def2-TZVPD basis", "charge": -1, "energy_ev": -149326.7785, "homo_lumo_gap_ha": [0.19406, 0.21671], "homo_energy_ha": [-0.12537, -0.15602], "s_squared": 3.82, "max_force_ha_per_bohr": 0.039, "spin_multiplicity": 4, "e_above_lowest_kj_mol": 80.47, "elements": ["V", "C", "C", "C", "C", "C", "C", "C", "C", "C", "C", "H", "H", "H", "H", "H", "H", "H", "H", "H", "H", "H", "H", "H", "H", "H", "N", "C", "O", "C", "C", "H", "H", "H", "H", "H", "H", "O", "N", "O", "C", "C", "C", "C", "C", "C", "N", "C", "C", "N", "C", "C", "C", "C", "H", "H", "H", "H", "H", "H", "H", "F", "C", "C", "F", "C", "F", "C", "Se", "C", "F", "C", "F"], "coordinates": [[0.415521, 0.093388, 0.163694], [1.380133, -0.699993, 2.099054], [0.864785, -1.844558, 1.424236], [1.522256, -1.947503, 0.184118], [2.444014, -0.859290, 0.077677], [2.362556, -0.106325, 1.275005], [3.274262, 1.013262, 1.676093], [3.557092, -0.731396, -0.917560], [1.375033, -3.118445, -0.735235], [-0.076256, -2.877114, 1.970102], [1.132329, -0.314282, 3.524902], [2.767280, 1.737549, 2.316254], [3.659213, 1.548595, 0.808017], [4.132338, 0.622451, 2.230615], [3.373446, -1.332173, -1.806660], [4.492439, -1.075854, -0.467210], [3.710167, 0.301920, -1.235475], [1.897703, -2.968424, -1.678758], [0.321578, -3.317702, -0.948990], [1.787472, -4.011705, -0.256350], [-0.905250, -3.068087, 1.283255], [-0.484047, -2.578058, 2.935994], [0.453866, -3.823549, 2.113501], [1.148646, 0.768864, 3.658616], [1.912029, -0.739631, 4.162409], [0.170128, -0.678372, 3.882793], [-2.843932, 1.037368, -2.424650], [-1.645889, 0.785378, -1.873546], [-1.530379, 0.631093, -0.654568], [-0.415990, 0.713229, -2.719984], [0.539994, -0.205105, -1.955484], [-3.637975, 0.828362, -1.837753], [-2.962379, 0.844304, -3.404376], [-0.024551, 1.732304, -2.812729], [-0.659974, 0.361325, -3.728861], [1.512035, -0.224798, -2.458309], [0.117508, -1.214701, -2.033752], [-0.538444, 6.761787, 3.428818], [0.125647, 6.221295, 2.522974], [0.990036, 6.858863, 1.879112], [-0.109618, 4.874144, 2.239416], [-1.093234, 4.221605, 3.000011], [-1.379281, 2.866558, 2.821751], [-2.387906, 2.142393, 3.510398], [-2.592588, 0.819425, 3.216748], [-1.781288, 0.171609, 2.276854], [-0.807728, 0.818730, 1.651918], [-0.636591, 2.127338, 1.873558], [0.315624, 2.794594, 1.026001], [0.855291, 2.018044, 0.054924], [1.718729, 2.577269, -0.792565], [2.080823, 3.906575, -0.695895], [1.535139, 4.711479, 0.288393], [0.598729, 4.170736, 1.188546], [-1.631169, 4.801776, 3.733331], [-2.998800, 2.651996, 4.245134], [-3.375635, 0.256526, 3.706908], [-1.926264, -0.869337, 2.016397], [2.117340, 1.927291, -1.560950], [2.789457, 4.319896, -1.400914], [1.810814, 5.747922, 0.366109], [-2.122888, -6.003778, -5.755950], [-2.258183, -5.203632, -4.684059], [-2.072087, -5.700456, -3.406774], [-1.749955, -6.996422, -3.249427], [-2.215729, -4.873059, -2.310795], [-2.015082, -5.420347, -1.102289], [-2.559417, -3.519596, -2.414138], [-2.773925, -2.407383, -0.920815], [-2.712872, -3.058422, -3.725035], [-3.006651, -1.763351, -3.956897], [-2.577890, -3.868498, -4.835521], [-2.751603, -3.365896, -6.071365]], "atomic_forces_ev_per_a": [[-0.5079, -1.7677, -0.7176], [0.3442, -0.2323, 0.1126], [0.0037, -0.0515, 0.0266], [0.1814, -0.0958, 0.1464], [0.4303, -0.3788, 0.3274], [0.3496, -0.2700, 0.1758], [-0.0967, -0.0192, -0.0501], [-0.1473, 0.0892, -0.0455], [-0.1263, 0.0705, -0.0295], [-0.0464, 0.0581, -0.0835], [-0.0837, 0.0380, -0.0950], [0.0196, 0.0249, -0.0054], [0.0127, 0.0129, 0.0104], [0.0027, 0.0236, 0.0141], [-0.0072, 0.0236, -0.0124], [0.0128, -0.0031, -0.0283], [0.0094, -0.0094, -0.0219], [-0.0303, 0.0153, -0.0175], [-0.0014, 0.0065, -0.0233], [0.0161, -0.0076, -0.0347], [-0.0057, -0.0155, 0.0103], [-0.0100, -0.0083, -0.0005], [-0.0105, 0.0018, 0.0288], [-0.0104, -0.0025, 0.0237], [-0.0049, 0.0054, 0.0177], [0.0137, 0.0071, 0.0181], [-0.0906, 0.0333, 0.0445], [-0.0155, -0.0681, -0.1634], [-0.1785, 0.0015, -0.0089], [0.0550, -0.2230, 0.0915], [0.0445, 0.1466, -0.3878], [0.0104, -0.0622, 0.0026], [0.0553, -0.0068, -0.0040], [-0.0161, 0.0342, -0.0051], [-0.0399, 0.0734, -0.0122], [-0.0044, 0.0288, 0.0329], [0.0744, -0.0231, -0.0206], [-0.0078, 0.0106, 0.0063], [-0.0058, -0.0256, 0.0154], [0.0243, 0.0118, -0.0226], [-0.0650, -0.0147, 0.0776], [-0.0094, 0.0877, 0.0403], [0.1212, -0.0562, -0.1194], [0.0148, -0.0449, -0.0123], [-0.0237, 0.0469, 0.0601], [0.0521, 0.0039, -0.0010], [-0.6275, 0.5177, 0.6455], [-0.0917, 0.0624, 0.1190], [-0.0128, 0.1336, -0.0688], [0.3627, 1.9528, 0.0006], [-0.0307, -0.0975, -0.0292], [-0.0016, 0.1120, 0.0357], [0.0343, -0.1112, -0.1045], [0.0576, -0.0150, -0.0066], [0.0032, -0.0011, -0.0053], [-0.0042, 0.0022, -0.0007], [-0.0052, 0.0037, -0.0036], [0.0248, 0.0078, -0.0057], [-0.0166, -0.0230, 0.0133], [0.0022, -0.0244, -0.0094], [-0.0431, 0.0171, 0.0457], [-0.0033, 0.0240, 0.0183], [0.0146, -0.0261, 0.0075], [0.0317, -0.0867, -0.0249], [-0.0082, 0.0310, 0.0069], [-0.0761, 0.1847, 0.0299], [0.0034, -0.0527, -0.0445], [0.1165, -0.1911, -0.2474], [-0.0301, 0.1522, 0.2125], [0.0106, -0.0580, 0.1567], [-0.0237, -0.0102, -0.0401], [-0.0019, 0.0436, -0.0828], [0.0123, -0.0167, 0.0213]]}


[3]
{"formula": "C4H7BrO2", "method": "the ωB97M-V functional and the def2-TZVPD basis", "energy_ev": -78394.3781, "homo_lumo_gap_ha": [0.27403, 0.30729], "homo_energy_ha": [-0.26911, -0.28911], "max_force_ha_per_bohr": 0.077, "e_above_lowest_kj_mol": 400.31, "elements": ["C", "C", "C", "C", "O", "O", "Br", "H", "H", "H", "H", "H", "H", "H"], "coordinates": [[0.917579, -1.222991, -1.242713], [1.481682, 0.017854, -1.787866], [-1.631340, 0.516709, 0.810288], [-0.452896, -0.325959, 1.207770], [1.114106, -2.361481, -1.237735], [0.445237, 0.392374, 1.897446], [-0.995444, -1.974722, 2.037521], [2.162539, 0.076742, -2.614358], [0.723481, 0.915601, -2.030061], [2.151887, 0.432386, -1.131892], [-1.264042, 1.607694, 0.805367], [-2.601925, 0.443032, 1.336206], [-1.942515, 0.342975, -0.157597], [-0.108348, 1.139785, 2.107623]], "atomic_forces_ev_per_a": [[-1.3112, 1.8362, 1.0206], [-2.1049, 2.4914, -2.2609], [0.2785, 1.9799, 0.8887], [-1.0582, -0.6723, -0.5293], [0.7095, -1.4645, -0.5001], [0.4919, -0.3962, 0.2456], [0.2567, -0.2100, -0.0800], [0.1176, -1.2059, -1.3629], [1.1918, -2.4208, 0.8771], [1.1635, 0.8980, 2.7302], [-0.7732, -1.3182, 0.0144], [0.8211, -0.1152, 0.6168], [-0.3213, -0.5268, -2.4027], [0.5384, 1.1243, 0.7426]]}